{
  "formula": "CH3Cl2O2P",
  "method": "ωB97M-V with the def2-TZVPD basis set",
  "symbols": ["O", "C", "P", "O", "H", "Cl", "H", "H", "Cl"],
  "positions_angstrom": [[-0.091, -0.481, -1.728], [0.313, 1.115, 0.865], [-0.706, -0.917, -0.453], [1.448, 1.061, 0.172], [0.444, 0.615, 1.846], [-2.542, -1.609, -0.768], [1.302, 0.991, -0.774], [-0.444, 1.833, 0.747], [0.275, -2.608, 0.094]],
  "homo_energy_ev": -9.19,
  "e_above_lowest_kcal_mol": 52.1,
  "total_energy_ha": -1452.1185,
  "orbital_gap_ev": 7.86
}